Record 1
Below is a 2-piece molecular cluster, C2H8O2 overall, with properties calculated with wB97M-V/def2-TZVPD.

Its SMILES is CO.CO. For the gap between HOMO and LUMO, the calculation gives 11.328 eV. The value obtained for the energy is -6297.4921 eV. The calculation puts the HOMO energy at -10.4 eV. For the energy above the lowest of the compared OMol25 structures with the same formula, charge and spin, the calculation gives 88.60 kJ/mol.

Structure (ORCA input):
```
! RIJCOSX wB97M-V def2-TZVPD def2/J DEFGRID3
* xyz 0 1
C -5.110 5.455 3.551
O -5.673 6.714 3.944
H -4.022 5.414 3.534
H -5.559 4.694 4.196
H -5.456 5.237 2.538
H -5.049 7.141 4.538
C -6.030 10.162 5.761
O -6.146 11.190 4.787
H -5.333 10.474 6.540
H -7.002 9.869 6.187
H -5.755 9.212 5.299
H -6.484 11.958 5.257
*
```


Record 2
Below is C14H13CuN3O4S2 as an isolated structure, with properties calculated with wB97M-V/def2-TZVPD.

For the gap between HOMO and LUMO, the calculation gives 6.830 eV. The value obtained for the energy is -93703.6652 eV. The calculation puts the HOMO energy at -4.5 eV.

Structure (ORCA input):
```
! RIJCOSX wB97M-V def2-TZVPD def2/J DEFGRID3
* xyz -1 1
Cu -0.425 0.016 -1.756
O 3.276 0.084 2.190
C 4.010 0.031 1.067
C 5.403 0.020 1.188
C 6.207 -0.024 0.065
C 5.639 -0.059 -1.207
C 4.261 -0.048 -1.328
C 3.429 -0.004 -0.211
C 1.952 -0.007 -0.419
O 1.508 0.005 -1.604
N 1.232 -0.018 0.697
N -0.116 -0.054 0.435
C -0.882 0.017 1.434
S -2.638 0.015 1.257
C -2.942 -0.363 2.999
C -1.931 0.415 3.816
S -0.289 0.116 3.108
H 2.325 0.097 1.888
H 5.824 0.050 2.187
H 7.285 -0.032 0.181
H 6.268 -0.095 -2.088
H 3.786 -0.072 -2.300
H -2.835 -1.434 3.163
H -3.967 -0.060 3.221
H -1.905 0.083 4.855
H -2.146 1.481 3.782
O -2.659 2.287 -2.286
C -3.038 1.131 -2.349
C -4.513 0.733 -2.421
C -4.480 -0.788 -2.487
C -2.990 -1.126 -2.435
O -2.561 -2.266 -2.460
N -2.238 0.017 -2.336
H -4.971 1.212 -3.286
H -5.006 1.120 -1.529
H -4.910 -1.208 -3.396
H -4.963 -1.273 -1.638
*
```


Record 3
Below is C47H39Cl3GeN3O2P2SZn as an isolated structure, with properties calculated with wB97M-V/def2-TZVPD.

For the gap between HOMO and LUMO (spin up / spin down), the calculation gives 7.378 / 6.067 eV. The value obtained for the energy is -229854.9762 eV. The calculation puts the HOMO energy (spin up / spin down) at -7.2 / -7.6 eV.

Structure (ORCA input):
```
! RIJCOSX wB97M-V def2-TZVPD def2/J DEFGRID3
* xyz 0 2
Zn 0.025 -0.291 0.297
N 3.045 0.259 -2.646
C 1.949 0.472 -1.890
S 0.738 -0.784 -1.930
N 1.868 1.518 -1.155
N 0.743 1.924 -0.603
C 0.714 2.451 0.578
C 1.753 2.243 1.556
C 2.207 3.289 2.357
C 3.206 3.086 3.282
C 3.743 1.810 3.427
C 3.269 0.752 2.691
C 2.261 0.924 1.724
O 1.791 -0.104 1.076
H 2.995 -0.464 -3.345
H 3.608 1.066 -2.857
H -0.156 3.055 0.805
H 1.784 4.271 2.207
H 3.588 3.903 3.874
H 4.535 1.643 4.145
H 3.688 -0.235 2.816
C -4.369 -4.743 4.595
C -4.679 -3.437 3.849
C -6.142 -3.020 4.063
C -3.774 -2.341 4.376
C -3.845 -1.914 5.697
C -3.029 -0.905 6.178
C -2.111 -0.287 5.345
C -2.014 -0.699 4.026
P -0.769 -0.052 2.834
C 0.641 -0.933 3.588
C 0.959 -2.116 2.923
C 1.979 -2.926 3.380
C 2.701 -2.560 4.505
C 2.380 -1.395 5.178
C 1.346 -0.588 4.732
C -0.924 1.713 3.284
C -2.020 2.292 2.639
C -2.350 3.616 2.848
C -1.585 4.384 3.712
C -0.492 3.822 4.346
C -0.150 2.495 4.129
C -2.835 -1.723 3.560
O -2.629 -2.041 2.256
C -3.462 -2.950 1.681
C -3.254 -3.124 0.317
C -4.049 -4.009 -0.393
C -5.025 -4.727 0.273
C -5.213 -4.550 1.633
C -4.446 -3.651 2.366
P -1.977 -2.066 -0.475
C -1.102 -3.376 -1.394
C -0.720 -3.330 -2.730
C 0.021 -4.372 -3.264
C 0.415 -5.438 -2.475
C 0.083 -5.460 -1.130
C -0.671 -4.435 -0.593
C -3.172 -1.229 -1.572
C -3.832 -0.155 -0.976
C -4.883 0.465 -1.623
C -5.261 0.040 -2.886
C -4.592 -1.010 -3.491
C -3.566 -1.663 -2.831
H -4.521 -4.622 5.663
H -3.334 -5.031 4.428
H -5.006 -5.547 4.240
H -6.353 -2.875 5.118
H -6.819 -3.774 3.676
H -6.341 -2.088 3.541
H -4.550 -2.377 6.372
H -3.112 -0.597 7.209
H -1.482 0.507 5.719
H 0.415 -2.380 2.020
H 2.225 -3.832 2.848
H 3.516 -3.181 4.849
H 2.943 -1.101 6.052
H 1.115 0.314 5.275
H -2.603 1.690 1.950
H -3.193 4.050 2.334
H -1.840 5.420 3.883
H 0.109 4.417 5.018
H 0.738 2.101 4.595
H -3.906 -4.128 -1.457
H -5.649 -5.424 -0.269
H -5.979 -5.127 2.130
H -0.965 -2.481 -3.350
H 0.300 -4.344 -4.306
H 0.990 -6.246 -2.905
H 0.416 -6.273 -0.502
H -0.935 -4.442 0.459
H -3.520 0.176 0.008
H -5.405 1.281 -1.148
H -6.081 0.526 -3.393
H -4.871 -1.329 -4.484
H -3.076 -2.499 -3.306
Cl -2.693 3.100 -2.169
Ge -0.965 1.708 -2.633
Cl 0.447 3.104 -3.665
Cl -1.795 0.636 -4.450
*
```


Record 4
Below is C15H12F3N3 as an isolated structure, with properties calculated with wB97M-V/def2-TZVPD.

For the gap between HOMO and LUMO, the calculation gives 7.413 eV. The value obtained for the energy is -28361.6342 eV. The calculation puts the HOMO energy at -7.9 eV.

Structure (ORCA input):
```
! RIJCOSX wB97M-V def2-TZVPD def2/J DEFGRID3
* xyz 0 1
C 3.714 0.956 0.804
N 2.283 1.245 0.296
C 1.307 0.189 0.157
N 0.206 0.646 -0.046
C -0.678 -0.102 -0.245
C -0.510 -1.592 0.134
C 0.809 -2.029 0.452
C 1.807 -1.245 0.201
C 3.122 -1.808 0.320
N 4.101 -2.199 0.430
C 0.895 -3.771 0.431
F 1.642 -4.010 1.470
F 1.797 -3.903 -0.691
F -0.249 -4.354 0.450
H -1.386 -2.319 -0.065
C -2.043 0.314 -0.223
C -3.052 -0.246 -0.949
C -4.289 0.198 -1.146
C -4.724 1.430 -0.911
C -3.618 2.146 -0.072
C -2.304 1.606 -0.044
H -1.558 2.048 0.702
H -3.858 3.113 0.178
H -5.561 1.841 -0.826
H -5.152 -0.553 -1.987
H -2.986 -1.385 -1.372
C 2.137 2.693 0.067
H 2.651 2.847 -0.687
H 1.118 2.552 -0.245
H 2.038 3.167 1.053
H 3.757 0.140 1.509
H 4.259 1.874 0.930
H 4.326 0.510 -0.076
*
```


Record 5
Below is C21H31LaO4 as an isolated structure, with properties calculated with wB97M-V/def2-TZVPD.

For the gap between HOMO and LUMO, the calculation gives 5.308 eV. The value obtained for the energy is -31324.2497 eV. The calculation puts the HOMO energy at -6.0 eV. For the energy above the lowest of the compared OMol25 structures with the same formula, charge and spin, the calculation gives 310.25 kJ/mol.

Structure (ORCA input):
```
! RIJCOSX wB97M-V def2-TZVPD def2/J DEFGRID3
* xyz 0 1
O 1.159 2.808 -4.244
C 0.189 2.026 -3.473
C -0.337 1.211 -4.640
H -0.491 2.676 -2.913
H 0.563 1.244 -2.823
C 0.764 2.029 -5.425
H -1.386 1.562 -4.740
H -0.329 0.110 -4.492
C 0.030 2.939 -6.395
H -0.907 3.373 -5.992
H -0.239 2.367 -7.276
H 0.633 3.782 -6.773
C 1.956 1.338 -6.116
H 1.972 0.238 -5.980
H 2.943 1.725 -5.810
H 1.869 1.498 -7.190
La -2.019 1.331 0.927
C -1.582 -1.400 -0.336
C -2.832 -1.485 0.345
C -3.673 -0.462 -0.138
H -3.087 -2.301 1.020
C -2.984 0.183 -1.224
C -1.673 -0.354 -1.300
H -0.892 -0.172 -2.032
H -0.839 -2.186 -0.380
H -4.617 -0.146 0.326
H -3.388 0.942 -1.891
C 2.002 0.615 1.346
C 2.128 0.476 -0.055
C 1.367 1.490 -0.625
H 2.657 -0.283 -0.628
C 0.682 2.249 0.373
C 0.975 1.588 1.611
H 0.556 1.815 2.597
H 2.584 0.055 2.104
H 1.402 1.621 -1.693
H 0.220 3.251 0.281
O -2.714 3.357 0.342
C -2.393 3.957 -1.119
C -2.848 5.438 -1.170
H -2.893 3.293 -1.841
H -1.296 3.896 -1.158
C -3.690 5.706 0.083
H -3.399 5.776 -2.069
H -1.932 6.055 -1.125
C -3.458 4.531 1.060
H -4.744 5.897 -0.178
H -3.388 6.649 0.570
H -4.435 4.166 1.384
H -2.783 4.832 1.865
C -0.024 -2.151 3.150
C -0.370 -1.041 2.251
O 0.010 -1.047 1.042
O -1.149 -0.115 2.738
H 0.753 -2.802 2.764
H -0.932 -2.728 3.290
H 0.298 -1.758 4.107
*
```


Record 6
Below is a 11-piece molecular cluster, C14H51N21O11 overall, with properties calculated with wB97M-V/def2-TZVPD.

Its SMILES is COC[C@H](C)N.NC(N)=O.NC(N)=O.NC(N)=O.NC(N)=O.NC(N)=O.NC(N)=O.NC(N)=O.NC(N)=O.NC(N)=O.NC(N)=O. For the gap between HOMO and LUMO, the calculation gives 8.576 eV. The value obtained for the energy is -69164.6011 eV. The calculation puts the HOMO energy at -8.5 eV. For the energy above the lowest of the compared OMol25 structures with the same formula, charge and spin, the calculation gives 668.56 kJ/mol.

Structure (ORCA input):
```
! RIJCOSX wB97M-V def2-TZVPD def2/J DEFGRID3
* xyz 0 1
C -0.186 -0.482 3.330
O -0.771 -1.465 4.252
C -2.160 -1.377 4.496
C -2.586 -2.619 5.173
C -4.028 -2.729 5.705
N -1.766 -2.865 6.380
H -0.373 -0.765 2.294
H 0.899 -0.378 3.344
H -0.483 0.507 3.680
H -2.288 -0.493 5.121
H -2.745 -1.226 3.588
H -2.393 -3.432 4.474
H -4.370 -1.702 5.832
H -4.084 -3.292 6.636
H -4.725 -3.229 5.032
H -1.778 -2.053 6.980
H -0.865 -2.755 5.937
N 1.363 -1.422 0.231
C 1.295 -0.231 -0.326
N 0.028 0.088 -0.622
O 2.227 0.471 -0.577
H 0.504 -1.908 0.016
H 2.344 -1.658 0.178
H -0.831 -0.442 -0.671
H 0.015 1.063 -0.883
N -3.088 -0.672 -4.054
C -2.020 -0.087 -4.527
N -1.173 -0.007 -3.540
O -1.768 0.156 -5.734
H -3.255 -0.574 -3.062
H -3.852 -0.821 -4.697
H -0.255 0.370 -3.729
H -1.224 -0.535 -2.681
N -1.879 -3.504 -2.460
C -1.053 -4.075 -1.674
N -0.604 -5.134 -2.296
O -0.957 -3.814 -0.453
H -2.370 -2.683 -2.135
H -1.942 -3.767 -3.433
H -0.700 -5.169 -3.300
H 0.171 -5.400 -1.705
N 5.007 -3.358 0.147
C 4.832 -2.428 1.044
N 4.663 -2.865 2.253
O 4.889 -1.250 0.785
H 5.165 -2.965 -0.770
H 4.916 -4.364 0.122
H 4.495 -2.217 3.009
H 4.915 -3.833 2.392
N 4.719 -0.231 -1.927
C 5.372 0.858 -1.942
N 5.795 1.094 -0.726
O 5.549 1.503 -2.943
H 4.227 -0.487 -2.771
H 4.546 -0.730 -1.066
H 6.343 1.917 -0.521
H 5.611 0.283 -0.153
N -1.710 4.685 -2.445
C -1.104 4.049 -1.442
N -0.831 4.789 -0.454
O -0.650 2.915 -1.616
H -1.840 4.298 -3.369
H -1.669 5.685 -2.307
H -1.111 5.757 -0.378
H -0.297 4.525 0.361
N -2.688 1.826 0.827
C -3.240 2.003 1.968
N -2.415 2.438 2.898
O -4.363 1.677 2.092
H -3.230 1.418 0.079
H -1.684 1.717 0.813
H -2.777 2.596 3.827
H -1.516 2.849 2.687
N 2.236 2.171 -2.837
C 1.863 1.730 -4.044
N 1.680 2.696 -4.907
O 1.571 0.581 -4.242
H 2.243 1.428 -2.153
H 2.097 3.123 -2.531
H 2.197 3.558 -4.813
H 1.168 2.406 -5.727
N 2.833 2.707 0.732
C 2.966 3.975 0.487
N 2.147 4.323 -0.457
O 3.612 4.804 1.095
H 2.427 2.041 0.090
H 3.348 2.372 1.534
H 1.364 3.791 -0.809
H 2.235 5.264 -0.813
N -4.572 -1.961 -0.855
C -3.596 -1.188 -0.494
N -3.769 -0.948 0.763
O -2.741 -0.839 -1.221
H -5.218 -2.179 -0.110
H -4.536 -2.275 -1.814
H -4.458 -1.441 1.312
H -3.289 -0.184 1.216
*
```